Density functional theory data (ωB97M-V with the def2-TZVPD basis set) for 5 unconnected molecules or ions with the total composition C2H16NO4S at a distorted geometry.

The highest occupied orbital energy (alpha / beta) is -16.77 / -16.77 eV. For the maximum force, the calculation gives 2.34 eV/Å. For the energy above the lowest of the compared OMol25 structures with the same formula, charge and spin, the calculation gives 0.00 kcal per mole. The HOMO-LUMO gap (alpha / beta) is 9.54 / 4.75 eV.

The geometry in ORCA input format:
```
! wB97M-V def2-TZVPD RIJCOSX def2/J DEFGRID3
* xyz 2 2
C 0.2113 -0.0033 -0.7929
C -0.7705 1.1732 -0.6149
S 0.3101 2.5458 -0.1919
N -0.5605 -1.1956 -0.3241
H 1.1011 0.1437 -0.1444
H 0.6908 -0.0867 -1.7609
H -1.5535 1.0573 0.1447
H -1.2738 1.5611 -1.5369
H -0.5783 3.4873 0.4737
H 0.1384 -1.9818 -0.2546
H -1.2789 -1.4147 -1.0064
H -0.8434 -1.1042 0.6737
H -2.5918 -2.7928 1.7489
H -1.5995 -2.4945 2.7679
O -1.9049 -2.1253 1.9240
H 5.1876 -2.5091 0.3118
H 5.2184 -1.7987 1.5411
O 4.6025 -1.8942 0.7958
H -4.3070 3.4432 -1.2404
H -3.2843 3.3815 -2.4568
O -3.4273 3.1905 -1.5233
H 2.1576 -3.1774 0.4801
H 0.8870 -3.6631 1.0803
O 1.2147 -2.9433 0.5069
*
```

Löwdin population analysis, charges in e, atoms 1 to 6:
1. C -0.206
2. C -0.429
3. S 1.180
4. N 0.159
5. H 0.124
6. H 0.148